Molecular formula: C4H10NO2S
Method: DFT, the ωB97M-V functional and the def2-TZVPD basis

Atoms and positions in Å:
N1 -0.566 -1.681 0.350
C1 0.277 -0.479 0.751
C2 -0.590 0.740 0.902
C3 -0.602 1.779 -0.235
S1 -0.996 0.777 -1.727
C4 1.505 -0.369 -0.262
O1 2.114 0.558 -0.648
O2 1.827 -1.681 -0.450
H1 -0.890 -1.572 -0.626
H2 -1.390 -1.665 0.949
H3 0.018 -2.518 0.333
H4 0.784 -0.691 1.684
H5 -0.153 1.395 1.694
H6 -1.618 0.628 1.282
H7 -1.411 2.507 -0.023
H8 0.253 2.444 -0.358
H9 -1.212 1.737 -2.706
H10 2.650 -1.910 -0.910

Properties
Calculated total energy = -20723.562 eV
F_max = 3.4 eV Å⁻¹
HOMO level = -13.0 eV
SMILES = [NH3+][C@H](CCS)C(=O)O
Energy relative to the best compared isomer or geometry (same formula, charge and spin) = 43.6 kJ/mol
Total charge = +1